(1)
113
Properties=species:S:1:pos:R:3 method="wB97M-V/def2-TZVPD" total_charge=0 max_force_ev_per_a=0.69 orbital_gap_ev=6.87 lumo_energy_ev=-0.74
C -2.557 -1.333 -4.789
C -3.131 2.165 0.683
H 0.717 -1.679 -2.816
O 5.427 2.278 -0.611
H -3.357 1.226 4.757
C 1.037 2.065 2.594
Y 2.371 0.015 0.386
C -0.561 -1.054 1.607
H -2.023 3.573 -2.919
H -0.498 5.158 -5.761
C -0.859 3.287 -0.379
H -2.663 -3.670 3.827
N 0.724 0.963 1.917
C -1.552 -1.945 1.978
H -3.838 0.929 -4.526
Si 4.867 -1.688 2.971
H -3.299 3.951 1.855
C -1.285 2.041 -0.845
C -0.904 -0.368 -3.341
H -1.593 -0.031 6.123
C 1.086 3.805 -6.230
H -0.179 0.828 6.737
C -0.997 3.375 6.090
C -1.426 4.296 -3.457
H 4.891 -2.043 -3.913
C -1.462 2.055 5.475
H -1.140 4.210 5.403
H -5.009 -4.027 1.821
H -4.245 -2.483 2.194
H -3.632 0.155 -1.520
C 5.575 -2.813 -1.981
H -3.704 -5.983 1.120
C 4.517 -0.718 -2.247
C 4.690 1.338 -0.809
H -4.349 -3.032 0.517
C -2.941 0.089 -0.677
H -2.142 -0.592 -0.966
C 0.047 4.276 -5.447
H -3.139 2.944 4.412
O 4.149 0.310 1.541
C -0.324 3.655 -4.254
H -1.959 -5.917 0.893
H -1.225 4.949 0.924
C -2.646 -4.523 3.147
O 3.384 1.418 -0.962
H 0.860 -2.673 -0.834
H -1.581 3.579 6.988
C -1.887 -2.548 -4.776
C -2.850 -4.092 1.688
H 0.686 3.383 4.223
H -0.886 -4.321 -0.317
O 3.608 -1.604 -1.543
C 0.137 -2.477 -0.051
H 0.053 3.337 6.380
H 6.602 -2.918 -1.632
H -1.779 1.154 7.417
O 3.191 -1.771 1.179
H -2.282 -3.388 -5.332
H 6.341 -1.222 -3.323
H -4.022 1.718 1.113
C -0.840 -3.406 0.254
H 0.043 3.733 -0.787
C -1.015 0.569 3.484
C -2.958 2.162 5.150
C -0.219 -1.583 -3.359
C -2.810 1.078 -4.194
C 4.656 -2.352 -0.847
C 1.447 2.056 -4.647
H -1.692 -5.036 3.272
C -2.722 3.416 1.111
H 2.622 2.315 -6.420
C -1.729 -3.142 1.288
Sb 0.126 1.150 -2.213
C 4.430 -1.040 1.285
H -0.162 -3.611 -4.063
H 2.016 1.187 -4.332
C -0.705 -2.675 -4.066
H -2.084 4.869 -4.112
H 6.320 -1.443 0.266
H 1.345 4.316 -7.148
H 5.254 -3.776 -2.375
H -2.201 -1.715 2.810
C 1.797 2.688 -5.828
H -3.470 -1.233 -5.364
C -4.192 -3.359 1.546
N 0.263 -1.314 0.582
H -3.445 -5.204 3.444
C -0.297 0.210 2.358
H -2.830 1.593 -3.237
Cl 6.564 -0.865 3.787
C 0.384 2.507 -3.863
C -0.693 1.717 4.205
C 5.293 -0.063 -1.084
Cl 3.323 -1.227 4.242
H -1.822 -0.060 3.826
H 6.323 0.135 -1.376
C 0.360 2.482 3.725
H 1.886 2.631 2.223
C 5.286 -1.230 -0.009
H 3.940 -0.018 -2.844
H -3.514 2.408 6.055
Cl 5.124 -3.727 3.038
H -3.484 -0.361 0.154
C -1.238 0.930 6.497
C -2.423 1.449 -0.285
H -2.315 1.737 -4.911
C 5.403 -1.684 -3.019
C -2.079 -0.229 -4.089
H -3.037 -5.086 -0.244
H 4.202 -3.138 -0.258
H -1.016 4.988 -2.720
C -1.568 3.979 0.587
C -2.881 -5.340 0.805

***

(2)
105
Properties=species:S:1:pos:R:3 method="wB97M-V/def2-TZVPD" total_charge=+1 max_force_ev_per_a=3.33 orbital_gap_ev=7.76 lumo_energy_ev=-2.59
C 1.701 2.574 -2.955
C 0.947 0.236 -0.442
H -2.882 -4.291 -0.370
C -2.874 3.493 -3.023
C 4.197 0.085 -4.433
H -2.934 -0.297 8.922
H 3.559 -3.796 -3.143
H -2.893 -2.894 -3.156
C -0.787 0.477 1.405
C 2.457 -1.149 -3.278
H 1.128 1.729 4.778
C -2.620 0.262 -1.210
C 3.337 -0.097 -0.200
H 2.777 -0.712 2.532
H -1.792 -2.133 -0.397
H -2.060 -1.092 4.245
C 1.082 -3.062 -4.161
H -1.453 -3.565 -2.372
C 1.984 -3.997 2.817
H 1.984 4.695 -2.681
H -0.864 -2.540 3.882
C -0.341 0.223 0.055
H -0.109 3.562 -3.640
C 1.818 -2.498 -2.943
H 2.871 4.040 -4.072
C -4.650 1.508 -1.612
H -1.907 0.699 1.367
N -1.173 0.220 -1.060
C 2.246 1.691 1.048
H -1.418 2.456 -1.843
C -0.293 1.574 6.339
H -5.330 -1.795 -1.136
N -0.461 0.068 -2.192
H -0.821 -0.620 2.298
H -2.984 -0.529 6.395
C -3.257 1.475 -1.530
H -1.958 4.550 -0.614
H 5.613 1.656 1.630
C 0.116 -2.577 3.420
O -1.911 1.355 8.097
C -2.579 3.653 -0.504
H 5.462 -0.273 0.049
C -2.635 -2.276 -1.090
H -6.475 0.376 -1.521
C 0.116 -0.075 2.920
H 0.142 -4.726 3.647
H 2.431 -5.001 2.697
H 2.298 -4.405 -2.040
C 3.489 2.053 1.583
C -3.100 0.762 8.672
C 2.138 -1.579 2.673
N 0.845 0.046 -1.805
H 0.773 0.731 2.495
C -0.477 0.366 4.239
H 1.341 2.495 -1.918
C -3.360 -0.937 -1.157
H -0.153 1.782 -3.750
C -2.076 -2.666 -2.457
C -1.472 0.978 6.862
H -4.286 -3.690 -1.269
H 3.736 -2.941 2.133
C 2.458 1.282 -3.240
C -3.506 -3.409 -0.550
H 0.369 -2.325 -4.552
C -5.392 0.340 -1.455
H 3.241 -0.938 -0.883
C 3.636 1.283 -4.003
H -3.978 0.855 8.015
H -2.763 2.831 -3.891
C 4.640 1.365 1.213
H -3.919 3.824 -2.985
H 4.008 -2.065 -4.474
H -2.237 4.372 -3.183
H -5.145 2.460 -1.817
C 1.921 0.060 -2.785
H -3.261 1.342 9.585
H 5.113 0.095 -5.037
H 4.109 2.231 -4.274
C 0.714 -3.836 3.327
H -3.623 3.955 -0.341
C 0.484 2.668 -3.870
C 2.824 -3.505 -2.382
C 3.591 -1.119 -4.106
H -1.476 -1.859 -2.894
C 2.561 3.835 -3.040
C -2.078 -0.011 6.050
C -4.748 -0.876 -1.232
H 1.326 2.219 1.298
H 3.531 2.871 2.300
H 0.171 2.337 6.988
H 1.077 -2.288 -2.163
H -2.243 3.095 0.379
C 2.174 0.598 0.160
C 2.721 -2.849 2.505
H -3.986 -3.127 0.392
C 0.789 -1.443 2.943
H 3.367 -3.083 -1.527
C 4.572 0.287 0.325
C 0.211 1.230 5.108
H 1.790 -3.310 -4.964
H 0.526 -3.969 -3.893
C -2.465 2.765 -1.738
H 3.456 3.739 -2.414
C -1.557 -0.307 4.804
H 0.795 2.723 -4.924

***

(3)
116
Properties=species:S:1:pos:R:3 method="wB97M-V/def2-TZVPD" total_charge=-2 max_force_ev_per_a=0.88 orbital_gap_ev=2.40 lumo_energy_ev=2.53
C 0.676 -4.890 -9.451
H -0.186 -1.779 5.620
H 2.200 0.383 4.127
H -1.765 -3.657 1.876
C -1.093 0.018 4.798
H 1.981 2.550 -0.379
H 0.737 -6.269 -14.513
H 1.528 0.863 -6.707
C -2.052 3.709 4.698
H -2.127 3.171 5.646
Rb -0.730 0.000 -0.104
H -2.532 1.059 6.074
H -3.526 1.407 2.599
C 0.324 -4.547 -3.683
C 1.261 1.395 -3.367
N 1.172 -1.795 -7.457
C -0.614 -4.463 3.509
H 3.324 4.687 -0.342
F -4.794 -2.614 -1.643
H 0.187 -3.654 -0.449
C 0.784 -2.995 -5.588
F -4.098 -2.326 0.383
C 1.263 -3.162 -11.519
H 1.280 2.180 -2.602
C 0.614 -3.279 -4.197
N 0.192 -3.035 1.769
H 0.432 -5.589 -8.658
H 0.149 2.642 -0.705
H 2.298 3.928 3.391
N 0.723 -3.818 -6.688
H 1.209 1.711 6.110
H -1.783 -0.342 6.845
C 1.003 -0.839 -3.822
C 2.507 6.624 -0.732
C 2.220 1.339 3.597
C 1.452 1.696 -4.728
C 1.282 3.550 3.189
H 1.443 -1.563 0.158
H 1.455 8.486 -1.131
C 0.965 -3.571 -9.159
H 3.474 7.109 -0.615
H -2.755 4.380 2.214
H 0.832 -5.054 4.986
C 2.489 -2.243 1.646
O 1.000 -4.849 -13.111
C 0.675 -5.365 -10.761
Si -0.632 1.369 3.360
H 1.488 -2.496 -12.342
H 0.440 -6.402 -10.946
C 1.673 -3.792 3.473
C 1.099 3.151 -0.582
C -1.962 3.613 2.211
O 1.995 -1.195 0.862
C 0.320 -3.573 -1.519
C 1.259 -2.710 -10.217
C 1.051 2.259 3.986
H -0.336 -6.443 -13.110
C 0.971 -4.495 -11.799
H 2.147 3.136 5.655
H 1.480 -1.675 -9.986
H 0.389 3.248 5.829
H 0.212 -5.394 -4.351
C 0.676 -6.189 -13.432
C 1.171 -0.624 -5.198
H -0.873 1.166 6.655
N 0.602 -2.369 -1.981
H 3.102 -1.778 2.418
H 3.179 1.834 3.832
H -1.149 4.319 4.734
H 0.587 4.345 3.461
O -5.366 -0.030 -1.305
O -3.209 0.343 -0.672
C 0.171 -4.700 -2.332
C 0.739 -2.199 -3.309
C 1.062 -1.753 -6.082
H -3.693 1.575 4.359
H -1.005 4.122 2.098
H 3.139 -2.925 1.078
C -2.177 -0.902 4.224
H 0.910 -0.388 5.602
C -2.060 2.761 3.488
C -0.791 -3.722 2.353
F -2.704 -2.244 -1.266
C 0.157 6.738 -1.138
C 1.195 2.601 5.478
C 1.398 -3.054 2.325
C 0.118 -0.887 5.042
H -0.072 -5.657 -1.890
C 0.048 5.373 -0.990
H -0.926 4.899 -1.071
C 1.384 7.410 -1.022
H -4.213 2.884 3.294
H 1.381 -6.890 -12.980
H 2.198 1.125 2.525
H -1.450 -4.978 3.962
C -3.964 -1.877 -0.887
C 2.428 5.255 -0.580
H 0.517 -4.799 -6.686
C -4.219 -0.325 -0.975
H -2.106 2.994 1.322
C 1.404 0.685 -5.646
H 1.619 2.723 -5.026
H -3.114 -0.384 4.026
H 0.542 -1.228 4.091
H 2.667 -3.771 3.904
H -2.908 4.406 4.646
C -3.444 2.107 3.438
C 1.187 4.530 -0.715
H -2.388 -1.729 4.929
C 0.651 -4.499 4.073
H -1.843 -1.334 3.278
C -1.593 0.511 6.164
H 1.203 3.383 2.108
C 0.962 -3.043 -7.783
H -0.743 7.314 -1.339
N 1.044 0.168 -2.933

***

(4)
119
Properties=species:S:1:pos:R:3 method="wB97M-V/def2-TZVPD" total_charge=-2 max_force_ev_per_a=0.88 orbital_gap_ev=6.24 lumo_energy_ev=4.06
H 2.624 2.825 3.505
H -2.235 -2.118 -0.632
H 0.883 -2.742 4.062
H 2.283 1.069 5.396
C 1.084 3.437 5.516
H -5.845 2.649 -0.235
F 2.503 3.624 -2.140
H 1.825 -0.599 -4.674
H 2.198 -3.817 -0.744
C -3.572 1.115 -0.309
C 3.786 -1.097 -4.056
C -6.752 -0.917 0.128
H 5.233 -2.656 5.036
H -2.227 2.102 -2.429
C 1.032 -1.680 3.902
C 2.082 -4.028 0.318
C -4.757 4.280 -2.996
C -3.183 2.595 -2.311
C -6.035 -0.242 2.312
C -4.957 0.436 1.755
H 4.700 0.988 2.056
C 4.394 -0.854 -5.415
H -2.880 3.912 -3.971
C -2.156 -0.324 -3.947
H 1.918 -1.326 5.833
C -0.368 -2.625 -1.655
H 6.139 -3.730 3.967
H 1.405 2.829 2.240
C -0.669 -0.690 -3.937
C 4.503 -1.481 2.727
H 4.601 -4.261 4.650
N -0.076 2.816 -0.437
C 0.725 -1.107 2.675
C 3.616 -3.617 2.234
N -0.638 5.165 -0.688
B 2.862 2.643 -1.231
O -2.825 0.121 -1.002
H 1.180 -3.603 -2.857
H -6.509 4.460 -1.772
C 4.102 0.499 1.284
C -3.551 3.614 -3.175
H -0.929 3.186 2.870
C 2.961 -1.717 0.866
C 2.911 -3.091 1.153
H 2.386 -5.061 0.500
H -0.134 0.197 -4.292
H 0.345 -1.771 1.899
H 4.672 -1.803 -0.858
N 0.741 3.402 4.113
Sc 0.508 0.850 0.187
C 2.665 -1.277 -1.435
H 4.849 0.140 -5.476
P 0.067 -0.892 -2.227
C 1.591 2.548 3.278
C -1.370 5.957 -1.420
H 0.189 -4.695 -1.881
H 5.173 -1.587 -5.643
H 5.129 -0.832 3.335
C -0.454 -1.828 -4.945
F 1.964 1.487 -1.430
C 5.133 -3.400 4.242
H 0.506 -2.327 -4.849
H -2.130 -0.692 1.385
C -5.209 2.905 -1.073
H -7.763 -1.463 1.943
N -1.976 6.749 -2.018
C 3.829 -0.927 1.645
C -5.683 -0.230 -0.424
C 1.406 1.045 3.433
H -2.472 -0.141 -4.980
H -2.016 -3.829 -0.964
C -0.402 3.928 -0.612
H -2.457 -2.754 -2.287
H -1.242 -2.577 -4.835
O -3.006 2.751 1.291
C -4.767 0.447 0.378
C 4.562 -1.479 -2.965
H -5.573 -0.207 -1.505
C 0.896 0.254 2.388
C 1.844 -1.069 -2.577
H 5.623 -1.668 -3.104
H 4.631 0.566 0.332
C -1.860 -2.824 -1.373
C 0.168 -3.788 -2.493
H -2.770 -1.144 -3.567
H -2.371 0.573 -3.372
C 4.027 -1.569 -1.696
H -0.480 -3.992 -3.347
C -2.615 1.727 0.759
H 2.159 3.593 5.637
H 3.635 -0.915 -6.200
H 0.562 4.278 5.984
H -0.532 -1.426 -5.961
C -4.014 2.221 -1.259
N 2.153 -1.165 -0.170
H -3.430 -0.412 -1.528
C 1.798 0.461 4.640
H -1.239 3.967 4.420
H -5.036 5.089 -3.659
O -1.529 1.088 1.051
H -1.662 -1.593 2.506
H 0.799 2.527 6.068
C -5.580 3.927 -1.938
C 2.431 -0.900 -3.827
H 3.539 -4.683 2.436
H 3.194 1.076 1.170
H 1.020 -3.940 0.562
C -0.678 3.169 3.925
C 4.399 -2.822 3.057
F 2.645 3.049 0.107
H -7.446 -1.444 -0.515
H -6.168 -0.239 3.387
F 4.171 2.221 -1.428
C 1.604 -0.892 4.890
H -4.259 0.957 2.397
O -2.278 -1.580 1.764
C -6.932 -0.925 1.505
H -1.010 2.202 4.342
H 0.151 -2.629 -0.698